Here is a structure of composition C29H38AsN4NaO4S4 from OMol25. Energies are from the ωB97M-V functional and the def2-TZVPD basis.

Last column: Löwdin charge in e.
Positions of all 81 atoms, in Å:
Na -0.293 0.379 0.700  -0.073
C 1.999 -3.425 1.004  -0.515
C 0.866 -3.542 -0.013  -0.527
S -0.580 -2.611 0.539  0.899
C -1.813 -3.113 -0.690  -0.514
C -3.205 -3.050 -0.073  -0.539
S -3.593 -1.433 0.654  0.811
C -3.474 -1.765 2.438  -0.564
C -3.266 -0.460 3.201  -0.720
S -1.581 0.205 3.075  0.530
C 1.679 -0.221 3.661  -0.225
C 1.460 -1.533 2.959  -0.485
S 2.489 -1.738 1.481  0.887
H 2.893 -3.891 0.586  0.075
H 1.747 -3.965 1.918  0.078
H 0.602 -4.597 -0.116  0.085
H 1.192 -3.190 -0.994  0.038
H -1.593 -4.131 -1.018  0.077
H -1.752 -2.461 -1.562  0.056
H -3.309 -3.806 0.707  0.078
H -3.949 -3.264 -0.841  0.071
H -2.627 -2.428 2.612  0.047
H -4.396 -2.258 2.754  0.071
H -3.491 -0.659 4.251  0.048
H -3.999 0.279 2.864  0.044
H 1.039 -0.215 4.543  0.114
H 2.724 -0.043 3.921  0.134
H 0.394 -1.612 2.736  -0.009
H 1.719 -2.314 3.679  0.097
O 1.255 0.901 2.822  -0.092
C 0.988 1.982 3.496  -0.086
C 0.574 3.196 3.001  -0.093
C 0.518 4.252 3.959  0.065
C 0.187 5.503 3.575  -0.145
C -0.125 5.809 2.216  0.016
C -0.116 4.835 1.283  0.020
C 0.188 3.451 1.612  -0.325
O 0.091 2.558 0.764  -0.040
N 0.156 6.571 4.568  -0.363
O -0.138 7.687 4.182  0.071
O 0.448 6.294 5.716  0.069
H 1.158 1.917 4.570  0.149
H 0.751 4.057 4.997  0.134
H -0.374 6.830 1.966  0.120
H -0.371 5.040 0.252  0.116
C -3.566 2.091 -0.663  -0.306
As -2.151 1.058 -1.525  1.078
C -3.262 0.078 -2.810  -0.324
C -1.526 2.463 -2.745  -0.324
H -4.195 2.591 -1.401  0.027
H -3.105 2.832 -0.009  0.021
H -4.173 1.425 -0.053  -0.003
H -3.898 0.760 -3.374  0.025
H -3.890 -0.636 -2.278  0.002
H -2.622 -0.467 -3.505  0.008
H -2.353 2.900 -3.306  0.023
H -0.796 2.048 -3.442  0.014
H -1.037 3.240 -2.158  0.006
C 2.763 2.148 -2.555  -0.040
C 1.767 1.863 -1.635  -0.132
N 1.523 0.632 -1.180  0.098
C 2.282 -0.353 -1.648  -0.110
C 3.308 -0.180 -2.578  -0.205
C 3.551 1.113 -3.024  -0.018
C 4.178 -1.294 -3.002  -0.034
C 3.849 -2.549 -3.309  -0.025
C 2.512 -3.164 -3.395  -0.288
C 1.370 -2.498 -3.834  -0.003
C 0.199 -3.227 -3.883  -0.126
N 0.134 -4.513 -3.541  0.087
C 1.282 -5.060 -3.162  -0.215
N 2.464 -4.462 -3.076  0.128
H 2.924 3.167 -2.879  0.108
H 1.137 2.643 -1.230  0.085
H 2.095 -1.335 -1.234  0.071
H 4.355 1.305 -3.725  0.120
H 5.235 -1.052 -3.039  0.116
H 4.649 -3.251 -3.512  0.111
H 1.398 -1.459 -4.130  0.119
H -0.726 -2.767 -4.214  0.109
H 1.256 -6.113 -2.902  0.111

Cartesian forces (eV/Å) of the 2 atoms listed first:
0.04 -0.27 -0.09
0.01 0.00 0.00

Its spin multiplicity is 1. The highest occupied orbital energy is -6.7 eV. Its energy above the lowest of the compared OMol25 structures with the same formula, charge and spin is 42.7 kcal/mol.

=====

Here is an isolated molecule of C5H5NO2S at a distorted geometry from OMol25. Energies are from the ωB97M-V functional and the def2-TZVPD basis.

Last column: natural (NBO) charge in e.
Positions of all 14 atoms, in Å:
C -0.867 -0.098 0.171  -0.279
C -0.036 0.924 -0.028  -0.163
C -0.252 -1.341 0.475  0.080
C 1.457 1.118 -0.145  -0.349
C 2.437 0.410 0.285  0.117
N -0.147 -2.369 -0.289  -0.571
O 2.728 -0.814 0.668  -0.585
O 4.730 -0.161 -0.804  -0.878
S 4.136 0.055 0.495  1.452
H -1.830 0.192 0.402  0.228
H -0.638 1.819 -0.050  0.205
H -0.043 -1.559 1.518  0.177
H 1.771 2.166 -0.165  0.240
H -0.421 -2.203 -1.238  0.327

Cartesian forces (eV/Å) of the 2 atoms listed first:
3.36 1.31 -0.11
-0.01 1.03 -0.60

Its spin multiplicity is 1. The highest occupied orbital energy is -9.4 eV. Its energy above the lowest of the compared OMol25 structures with the same formula, charge and spin is 107.2 kcal/mol.

=====

Here is an isolated molecule of C11H15ClN2O at a distorted geometry from OMol25. Energies are from the ωB97M-V functional and the def2-TZVPD basis.

Last column: natural (NBO) charge in e.
Positions of all 30 atoms, in Å:
C -2.592 0.123 0.808  -0.219
C -3.017 0.974 1.789  -0.336
C -1.250 0.402 0.592  0.121
C -1.921 1.747 2.112  0.318
C -0.444 -0.088 -0.482  0.023
C 0.019 -2.217 -2.845  0.016
C 1.171 -2.034 -1.907  -0.228
C -1.695 2.929 3.050  -0.661
C 1.066 -2.963 -0.711  -0.614
C 1.819 0.095 0.707  -0.417
C 1.648 0.325 -2.455  -0.415
N 0.842 -0.200 -0.341  -0.237
N 1.657 -0.708 -1.415  -0.315
O -0.850 1.366 1.436  -0.399
Cl -0.835 -0.862 -3.384  0.072
H -3.172 -0.546 0.318  0.223
H -3.944 1.191 2.293  0.229
H 2.071 -2.225 -2.677  0.264
H -2.477 3.556 2.842  0.222
H -1.754 2.795 4.102  0.227
H -0.799 3.583 2.791  0.231
H 1.823 -2.595 -0.118  0.212
H 1.349 -3.936 -1.146  0.231
H 0.113 -3.042 -0.126  0.237
H 2.080 1.045 0.441  0.201
H 1.315 0.035 1.725  0.211
H 2.602 -0.488 0.546  0.212
H 0.831 0.988 -2.458  0.210
H 2.566 0.909 -2.153  0.185
H 1.777 -0.159 -3.334  0.193

Cartesian forces (eV/Å) of the 2 atoms listed first:
2.34 0.99 -0.06
0.39 2.48 2.25

Its spin multiplicity is 1. The highest occupied orbital energy is -7.5 eV. Its energy above the lowest of the compared OMol25 structures with the same formula, charge and spin is 134.5 kcal/mol.

=====

HOMO-LUMO gap: 5.815; 9.594; 7.476 (eV)
M: 732.8; 143.2; 226.7 (g mol⁻¹)